[1]
DFT (wB97M-V/def2-TZVPD) results for a cluster of 2 separate species, C11H12NO2 in total.

```
! wB97M-V def2-TZVPD RIJCOSX def2/J DEFGRID3
* xyz -1 1
C -4.986 0.623 1.204
C -3.574 -0.061 0.811
O -2.945 0.613 -0.032
O -3.353 -1.115 1.408
H -5.530 0.825 0.276
H -4.803 1.663 1.523
H -5.570 0.011 1.889
C 1.148 -2.708 0.612
C -0.237 -0.886 -0.477
C 0.917 -1.368 0.049
C 1.169 0.776 -0.767
C 1.882 -0.332 -0.252
C 1.884 1.983 -0.958
C 3.268 -0.323 -0.216
C 3.251 1.995 -0.710
C 3.984 0.859 -0.325
N -0.153 0.395 -0.947
H -1.161 -1.426 -0.654
H -0.933 0.949 -1.259
H 0.762 -3.507 -0.038
H 0.758 -2.957 1.595
H 1.426 2.840 -1.428
H 3.802 -1.278 -0.139
H 3.777 2.949 -0.689
H 5.043 0.822 -0.125
H 2.223 -3.008 0.546
*
```

Output
- ΔE to the lowest compared entry with this formula, charge and spin (eV) = 1.079
- Kohn-Sham gap (eV) = 7.550
- energy (a.u.) = -631.658102

[2]
DFT (wB97M-V/def2-TZVPD) results for the ion C5H7Cl2N2OS with charge +1.

```
! wB97M-V def2-TZVPD RIJCOSX def2/J DEFGRID3
* xyz 1 1
C 2.637 0.345 -1.959
C 1.576 1.107 -1.464
N 0.872 1.829 -0.929
S -0.802 2.251 -0.313
O -1.077 3.399 -1.079
Cl -0.113 2.647 1.475
N -1.707 1.075 -0.499
C -1.649 -0.326 0.446
C -0.823 -1.243 1.158
C -1.454 -2.463 1.887
Cl 0.903 -0.910 1.431
H 2.749 -0.723 -2.191
H 3.425 0.716 -1.264
H 2.899 0.820 -2.919
H -2.616 -0.560 0.305
H -0.766 -3.224 1.699
H -2.477 -2.636 1.335
H -1.577 -2.104 2.881
*
```

Output
- ΔE to the lowest compared entry with this formula, charge and spin (eV) = 3.086
- Kohn-Sham gap (eV) = 8.191
- energy (a.u.) = -1697.570561

[3]
DFT (wB97M-V/def2-TZVPD) results for a structure of composition C25H26Cl3N5RuS2.

```
! wB97M-V def2-TZVPD RIJCOSX def2/J DEFGRID3
* xyz 1 2
Ru -0.265 0.174 -0.427
C 1.467 -1.624 1.604
C 1.716 -2.678 0.527
C 2.047 -2.204 -0.871
C 3.188 -2.692 -1.497
C 3.469 -2.336 -2.802
C 2.584 -1.503 -3.466
C 1.479 -1.049 -2.776
N 1.207 -1.372 -1.507
N 0.137 -0.988 1.522
C 0.005 0.020 2.592
C -1.335 0.707 2.500
C -1.841 1.468 3.543
C -3.074 2.075 3.380
C -3.770 1.886 2.193
C -3.184 1.118 1.207
N -1.990 0.543 1.354
C -0.919 -2.015 1.684
C -1.505 -2.496 0.391
C -2.074 -3.758 0.289
C -2.663 -4.142 -0.900
C -2.658 -3.252 -1.964
C -2.058 -2.022 -1.791
N -1.493 -1.641 -0.635
H 2.212 -0.835 1.544
H 1.558 -2.106 2.585
H 0.868 -3.364 0.454
H 2.551 -3.287 0.873
H 3.849 -3.351 -0.951
H 4.360 -2.704 -3.293
H 2.747 -1.195 -4.489
H 0.778 -0.383 -3.259
H 0.816 0.741 2.467
H 0.107 -0.447 3.580
H -1.276 1.582 4.459
H -3.493 2.682 4.172
H -4.740 2.333 2.031
H -3.671 0.965 0.251
H -1.740 -1.589 2.257
H -0.535 -2.857 2.268
H -2.047 -4.426 1.141
H -3.112 -5.121 -0.999
H -3.101 -3.505 -2.916
H -2.018 -1.308 -2.599
C 3.325 3.090 0.919
C 1.965 2.613 0.490
S 1.902 0.981 -0.187
C 0.821 3.288 0.526
C 0.611 4.692 1.001
S -0.599 2.494 -0.172
H 4.048 2.276 0.893
H 3.301 3.479 1.939
H 3.696 3.882 0.266
H 1.476 5.041 1.566
H -0.273 4.766 1.638
H 0.462 5.373 0.158
Cl -0.256 1.801 -5.628
C -0.428 2.625 -4.070
Cl 1.117 3.217 -3.484
Cl -1.634 3.899 -4.160
C -0.889 1.613 -3.096
N -1.227 0.831 -2.327
*
```

Output
- expectation value of S² = 0.761
- ΔE to the lowest compared entry with this formula, charge and spin (eV) = 2.811
- Kohn-Sham gap (spin up / spin down) (eV) = 5.950 / 6.093
- energy (a.u.) = -3513.650964

[4]
DFT (wB97M-V/def2-TZVPD) results for a structure of composition C5H13N2.

```
! wB97M-V def2-TZVPD RIJCOSX def2/J DEFGRID3
* xyz 1 1
N -0.314 1.478 0.345
C -0.245 0.071 0.028
C 0.967 -0.616 0.638
C 2.206 -0.269 -0.183
C 2.706 0.970 -0.223
C -1.657 -0.602 0.292
N -2.554 0.269 -0.571
H -0.442 1.686 1.344
H -0.189 0.112 -1.097
H -1.168 1.807 -0.073
H -0.750 -1.921 -1.447
H 0.829 -1.750 0.652
H 1.079 -0.380 1.674
H 2.594 -1.094 -0.788
H 2.247 1.794 0.326
H 3.529 1.215 -0.896
H -1.518 -1.688 0.205
H -1.941 -0.387 1.407
H -1.870 -0.604 -1.103
H -3.509 -0.093 -0.528
*
```

Output
- ΔE to the lowest compared entry with this formula, charge and spin (eV) = 11.868
- Kohn-Sham gap (eV) = 4.224
- energy (a.u.) = -307.185453

[5]
DFT (wB97M-V/def2-TZVPD) results for the ion C5H14NO with charge +1.

```
! wB97M-V def2-TZVPD RIJCOSX def2/J DEFGRID3
* xyz 1 1
C -1.496 0.984 -0.162
C -0.291 0.768 -1.002
C 0.585 2.034 -1.244
C 0.624 -0.428 -0.262
N 1.499 -0.151 1.000
C -0.229 -1.660 0.034
O -0.750 -1.491 1.335
H -2.437 1.353 -0.718
H -1.879 0.014 0.093
H -1.093 1.700 0.794
H -0.701 0.141 -1.912
H -0.004 2.911 -0.922
H 0.823 2.300 -2.327
H 1.511 1.909 -0.711
H 1.453 -0.529 -1.010
H 0.939 0.521 1.613
H 2.477 0.097 1.056
H 1.504 -1.166 1.561
H -1.051 -1.789 -0.738
H 0.367 -2.546 -0.058
H -1.554 -2.126 1.419
*
```

Output
- ΔE to the lowest compared entry with this formula, charge and spin (eV) = 3.177
- Kohn-Sham gap (eV) = 10.866
- energy (a.u.) = -328.569487

[6]
DFT (wB97M-V/def2-TZVPD) results for a structure of composition C35H56BrGaIO16.

```
! wB97M-V def2-TZVPD RIJCOSX def2/J DEFGRID3
* xyz -1 1
C -2.837 -4.348 0.484
C -2.089 -5.170 -0.559
I -2.993 -4.656 -2.485
C -0.578 -4.985 -0.467
Ga 0.528 -3.922 -1.808
Br -0.316 -1.643 -1.904
H -2.357 -4.487 1.456
H -3.882 -4.651 0.562
H -2.789 -3.289 0.226
H -2.346 -6.221 -0.450
H -0.124 -5.981 -0.499
H -0.377 -4.582 0.530
H 2.003 -3.800 -1.251
H 0.480 -4.635 -3.239
O -1.962 0.781 -2.068
C -2.203 1.409 -3.050
O -1.353 1.458 -4.108
C -1.838 2.363 -5.107
C -3.340 2.470 -4.861
C -3.417 2.281 -3.349
H -1.331 3.319 -4.982
H -1.589 1.960 -6.086
H -3.763 3.405 -5.224
H -3.856 1.647 -5.359
H -3.298 3.222 -2.808
H -4.323 1.783 -3.014
O -1.305 -0.853 4.147
C -1.634 -0.175 3.211
O -0.876 -0.061 2.106
C -1.451 0.897 1.190
C -2.923 0.959 1.570
C -2.879 0.682 3.069
H -0.939 1.851 1.342
H -1.303 0.561 0.169
H -3.393 1.904 1.311
H -3.457 0.157 1.055
H -2.744 1.597 3.649
H -3.750 0.149 3.443
O 4.336 -3.388 0.514
C 3.667 -3.335 1.506
O 2.396 -3.764 1.557
C 1.812 -3.479 2.838
C 2.993 -3.326 3.791
C 4.063 -2.762 2.862
H 1.226 -2.562 2.750
H 1.145 -4.297 3.098
H 2.765 -2.701 4.652
H 3.306 -4.306 4.157
H 4.022 -1.674 2.794
H 5.074 -3.070 3.119
O 9.934 -1.980 0.525
C 8.933 -1.882 -0.131
O 7.879 -1.155 0.277
C 6.774 -1.306 -0.647
C 7.416 -1.740 -1.958
C 8.618 -2.540 -1.461
H 6.093 -2.063 -0.260
H 6.249 -0.357 -0.715
H 6.732 -2.300 -2.591
H 7.760 -0.867 -2.516
H 8.367 -3.585 -1.272
H 9.483 -2.491 -2.118
O 9.080 -5.696 6.285
C 9.213 -5.029 5.301
O 8.173 -4.706 4.499
C 8.635 -3.986 3.338
C 9.978 -3.398 3.745
C 10.493 -4.445 4.729
H 8.725 -4.692 2.510
H 7.893 -3.236 3.077
H 10.629 -3.209 2.896
H 9.822 -2.452 4.265
H 11.039 -5.249 4.231
H 11.107 -4.035 5.526
O -4.849 3.385 4.085
C -5.113 4.020 3.106
O -4.253 4.114 2.059
C -4.774 5.010 1.063
C -6.280 5.037 1.302
C -6.357 4.835 2.811
H -4.308 5.989 1.203
H -4.494 4.629 0.083
H -6.754 5.948 0.947
H -6.743 4.198 0.790
H -6.289 5.775 3.363
H -7.245 4.296 3.129
O -0.319 6.272 -5.602
C 0.515 5.547 -6.060
O 0.206 4.343 -6.597
C 1.399 3.631 -6.969
C 2.464 4.710 -7.142
C 2.017 5.754 -6.121
H 1.643 2.930 -6.169
H 1.194 3.072 -7.878
H 3.473 4.336 -6.990
H 2.405 5.130 -8.147
H 2.425 5.561 -5.127
H 2.243 6.777 -6.409
O -9.047 4.432 1.141
C -9.518 3.355 1.366
O -9.630 2.875 2.627
C -10.113 1.520 2.609
C -10.827 1.372 1.269
C -10.022 2.318 0.382
H -9.256 0.850 2.699
H -10.762 1.377 3.469
H -10.857 0.343 0.917
H -11.853 1.732 1.355
H -9.155 1.826 -0.066
H -10.606 2.795 -0.400
*
```

Output
- Kohn-Sham gap (eV) = 6.315
- energy (a.u.) = -7367.753531

F_max, respectively: 2.806 4.636 0.919 7.439 5.206 0.713 eV Å⁻¹.